[1]
102
Properties=species:S:1:pos:R:3 method="wB97M-V/def2-TZVPD" smiles="COC[C@H](C)N.COC[C@H](C)N.COC[C@H](C)N.COC[C@H](C)N.NC(N)=O.NC(N)=O.NC(N)=O.OCCO" homo_energy_ev=-9.0 e_tot_ha=-2062.01708 orbital_gap_ev=9.56 spin_multiplicity=1 relative_energy_ev=0.000
C -2.7227 4.0972 -0.3723
O -3.3258 2.8502 -0.8712
C -3.2512 2.7292 -2.2592
C -1.8217 2.2711 -2.6534
C -1.8127 1.9770 -4.1229
N -1.4415 1.2093 -1.7498
H -2.9085 4.8141 -1.1430
H -1.6788 3.9823 -0.0740
H -3.1907 4.2916 0.5830
H -3.8620 1.8866 -2.5923
H -3.4523 3.7399 -2.7472
H -1.1010 3.0080 -2.3399
H -0.9012 1.5974 -4.4803
H -1.8872 2.9766 -4.5354
H -2.6054 1.3451 -4.5275
H -0.4617 0.9872 -1.9218
H -1.9889 0.3119 -1.9125
C 0.5565 -4.9576 1.8606
O 1.9612 -5.2270 1.7826
C 2.6530 -4.0173 1.6567
C 4.1607 -4.2187 1.5446
C 4.8696 -2.8780 1.3680
N 4.3219 -5.0989 0.3484
H 0.0876 -5.9046 1.7211
H 0.3527 -4.2929 0.9388
H 0.2088 -4.5163 2.8168
H 2.2686 -3.4971 0.8017
H 2.5978 -3.4175 2.5283
H 4.4424 -4.7839 2.4592
H 4.8519 -2.4507 0.3490
H 5.9526 -2.9588 1.6118
H 4.5071 -2.2030 2.1487
H 5.3480 -5.3653 0.3171
H 3.9575 -5.9966 0.6468
C 2.0020 0.9851 -3.2894
O 2.1087 2.2314 -2.6296
C 2.5416 2.0899 -1.2756
C 2.1904 3.4311 -0.4409
C 2.7845 3.3552 0.9581
N 0.7402 3.6638 -0.4555
H 2.8767 0.7831 -3.9078
H 1.1652 1.0530 -3.9766
H 2.0113 0.1203 -2.6890
H 2.1031 1.2329 -0.7720
H 3.6460 1.9301 -1.3443
H 2.6192 4.2950 -1.0404
H 2.4723 4.2119 1.5512
H 3.8754 3.3284 0.8493
H 2.3751 2.4915 1.5065
H 0.2871 3.0019 0.1757
H 0.3211 3.5485 -1.3553
C -0.3675 -2.4564 -2.5059
O 1.0389 -2.5606 -2.7541
C 1.2529 -3.7222 -3.5881
C 2.7032 -4.0975 -3.8111
C 3.5547 -2.9458 -4.3012
N 2.8196 -5.3355 -4.6744
H -0.8804 -2.5054 -3.4628
H -0.6413 -1.4170 -2.1719
H -0.7447 -3.1371 -1.7597
H 0.8297 -4.5984 -3.0200
H 0.6561 -3.6375 -4.5343
H 3.1003 -4.3923 -2.8741
H 4.6110 -3.2837 -4.3602
H 3.5546 -2.0450 -3.6098
H 3.3409 -2.5926 -5.2948
H 3.7718 -5.6301 -4.7221
H 2.4269 -5.1174 -5.6235
N -3.8023 0.7767 3.4519
C -3.6422 2.0867 3.3149
N -4.8361 2.7958 3.4591
O -2.5983 2.5958 3.0563
H -4.6760 0.3281 3.3134
H -3.0093 0.2309 3.2516
H -4.6948 3.7628 3.4795
H -5.6304 2.3839 3.9577
N 0.7559 3.6530 4.2591
C 0.2605 3.2566 5.4274
N -0.4816 2.0847 5.3230
O 0.4181 3.7897 6.4825
H 0.8260 3.0081 3.4693
H 1.3601 4.4254 4.3946
H -1.2695 2.1210 4.6859
H -0.8604 1.9269 6.2290
N -6.8436 1.6139 0.8512
C -5.8900 0.6790 1.3190
N -4.7000 0.6768 0.6558
O -6.2423 0.0447 2.2930
H -7.7481 1.5307 1.2519
H -6.5943 2.3936 0.2101
H -4.5462 1.4361 0.0124
H -3.9678 0.2523 1.1477
O -1.7706 -0.7743 1.0801
C -0.4252 -1.0753 1.5249
C 0.1877 -0.0824 2.5154
O 0.2507 1.2866 2.0065
H -1.7494 0.0267 0.5304
H -0.4503 -2.0817 2.0100
H 0.1657 -1.0603 0.5646
H 1.2563 -0.3114 2.6697
H -0.2450 -0.0171 3.5586
H -0.6391 1.6670 2.2665

***

[2]
93
Properties=species:S:1:pos:R:3 method="wB97M-V/def2-TZVPD" homo_energy_ev=-8.0 e_tot_ha=-1463.03818 orbital_gap_ev=8.59 spin_multiplicity=1 relative_energy_ev=42.648
O 1.1997 0.9645 1.1966
H 0.4490 0.5955 0.7255
H 1.1978 0.8370 2.1481
H 2.0257 0.6103 0.8592
B -0.0701 -0.2898 0.2471
H -0.8195 -0.7828 -0.3525
H 0.2253 0.6283 -0.2367
H -0.6036 -0.0509 1.1540
H 0.8128 -0.8797 0.4385
C -2.7541 -0.3571 -0.8012
C -2.1567 0.9817 -1.1239
C -3.1714 2.0784 -1.4697
O -1.4187 1.3661 -0.0043
H -3.1908 -0.4821 0.1897
H -1.9980 -1.1402 -0.8587
H -3.4980 -0.4462 -1.5930
H -1.5726 0.7445 -2.0131
H -3.7475 1.8307 -2.3612
H -2.6622 3.0106 -1.7141
H -3.7971 2.3073 -0.6070
H -0.8712 0.6130 0.2293
C -1.5287 -1.3656 2.5547
C -0.5479 -2.3895 2.0166
C -1.0803 -3.1510 0.8103
O 0.7224 -1.7893 1.8435
H -1.0075 -0.7866 3.3170
H -2.4355 -1.8572 2.9071
H -1.7895 -0.6197 1.8038
H -0.3966 -3.2305 2.6934
H -1.1717 -2.4219 0.0052
H -2.0435 -3.6072 1.0390
H -0.3363 -3.8978 0.5330
H 0.5343 -1.0834 1.2206
C 0.8386 -0.1671 -2.8582
C 0.1043 -1.2291 -2.1764
C 0.1068 -2.5347 -3.0105
O 0.7906 -1.6042 -1.0360
H 0.5241 -0.1442 -3.9016
H 1.8899 -0.4520 -2.8978
H 0.7509 0.7946 -2.3526
H -0.9104 -0.9050 -1.9452
H -0.4994 -3.2738 -2.4866
H 1.1085 -2.9625 -3.0504
H -0.2652 -2.4187 -4.0284
H 0.3816 -1.1599 -0.2897
C 2.9182 -2.7383 0.5252
C 2.7939 -3.2673 -0.9230
C 1.5150 -4.1026 -1.0855
O 2.7284 -2.1843 -1.8328
H 2.0510 -2.1238 0.7669
H 3.8517 -2.2098 0.7185
H 2.7773 -3.5874 1.1940
H 3.5867 -3.9827 -1.1412
H 1.4789 -4.9667 -0.4221
H 1.3256 -4.4051 -2.1154
H 0.6801 -3.4871 -0.7506
H 1.9146 -1.6760 -1.7999
C -0.3823 3.0075 -0.7099
C 0.3230 3.5388 0.5286
C -0.2602 4.8846 0.9375
O 0.0304 2.6121 1.5135
H -0.0904 3.5761 -1.5928
H -1.4501 3.0293 -0.4917
H -0.1260 1.9617 -0.8795
H 1.4054 3.6565 0.4753
H -1.2883 4.8010 1.2896
H -0.2748 5.6320 0.1442
H 0.2119 5.2984 1.8286
H -0.9110 2.4247 1.5317
C -3.9062 1.8878 1.9920
C -2.4557 2.3011 2.1944
C -1.5448 1.1212 2.5670
O -1.9942 2.8069 1.0282
H -4.5147 2.7384 1.6848
H -4.3059 1.4993 2.9288
H -3.9901 1.2181 1.1361
H -2.4284 3.0727 2.9639
H -1.6285 0.4021 1.7522
H -1.9027 0.5983 3.4539
H -0.5451 1.5176 2.7446
H -1.8270 2.0740 0.4312
C 2.7463 1.5111 -1.0057
C 2.7746 0.1046 -0.4769
C 4.0197 -0.6039 -0.8174
O 2.7562 0.0789 0.8905
H 1.9782 2.1788 -0.6154
H 2.5178 1.4497 -2.0697
H 3.6656 2.0302 -0.7346
H 1.9363 -0.4797 -0.8564
H 4.8742 -0.3590 -0.1866
H 4.2865 -0.4036 -1.8551
H 3.9869 -1.6872 -0.7007
H 3.3737 -0.6317 1.0784